[1]
Density functional theory data (ωB97M-V/def2-TZVPD) for the molecule C3H9NS2.

```
15
C3H9NS2 | OMol25 | ωB97M-V/def2-TZVPD
C 1.61957 -1.78819 1.84236
S 0.37681 -0.90372 0.57065
S 1.73513 -1.39598 -1.15868
H 1.79523 -2.77693 1.36910
H 1.30518 -1.88971 2.87321
H 2.52209 -1.19832 1.87924
H 2.08915 -0.15310 -1.37171
C -2.39098 1.48928 -0.76912
C -0.14028 0.83144 -0.45079
N -1.16958 1.63902 -0.01314
H -3.12384 1.05936 -0.06775
H -2.28615 0.75761 -1.58435
H -2.75157 2.43609 -1.18058
H 0.80265 1.38535 -0.38730
H -0.38342 0.50780 -1.55114
```

The relative energy (zero: lowest compared OMol25 entry of this formula, charge and spin) is 416.43 kJ/mol. The maximum force comes out at 0.162 hartree/bohr. The calculation puts the HOMO energy at -7.97 eV.

[2]
Density functional theory data (ωB97M-V/def2-TZVPD) for the molecule CH2INO.

```
6
CH2INO | OMol25 | ωB97M-V/def2-TZVPD
C -0.41330 -0.97350 0.31853
N 1.02168 1.15785 -0.26281
O 0.80645 1.76618 -1.25888
I -0.66399 0.91077 1.15346
H 0.52917 -1.52652 0.41105
H -1.28001 -1.33478 -0.36136
```

The relative energy (zero: lowest compared OMol25 entry of this formula, charge and spin) is 609.16 kJ/mol. The maximum force comes out at 0.086 hartree/bohr. The calculation puts the HOMO energy (spin up / spin down) at -8.05 / -8.49 eV.

[3]
Density functional theory data (ωB97M-V/def2-TZVPD) for the molecule C2H3Br2N3.

```
10
C2H3Br2N3 | OMol25 | ωB97M-V/def2-TZVPD
C -0.80630 0.68487 -1.85682
C 0.07389 -0.45445 1.53615
N -0.23691 -0.34058 -1.43725
N 0.80569 -0.75947 -0.71835
N 0.89513 -0.77064 0.57399
Br -0.62882 2.52962 -1.15390
Br 0.40371 -0.67578 3.35868
H -1.73707 0.70582 -2.60033
H -0.62049 0.32006 1.37893
H 1.85119 -1.23946 0.91889
```

The relative energy (zero: lowest compared OMol25 entry of this formula, charge and spin) is 497.89 kJ/mol. The maximum force comes out at 0.063 hartree/bohr. The calculation puts the HOMO energy (spin up / spin down) at -7.71 / -7.71 eV.

[4]
Density functional theory data (ωB97M-V/def2-TZVPD) for the molecule C2H4N2S.

```
9
C2H4N2S | OMol25 | ωB97M-V/def2-TZVPD
C 1.81521 -0.31108 0.07702
C -1.62648 0.66932 0.00625
H 1.71113 -1.34918 -0.11954
H 2.86969 0.08684 0.32737
H -0.53189 -1.03504 -0.06323
H -1.51026 1.77206 0.03060
N 0.77506 0.45359 -0.07556
N -0.47184 -0.06646 -0.20033
S -3.03063 -0.22004 0.01741
```

The relative energy (zero: lowest compared OMol25 entry of this formula, charge and spin) is 161.34 kJ/mol. The maximum force comes out at 0.046 hartree/bohr. The calculation puts the HOMO energy at -8.87 eV.

[5]
Density functional theory data (ωB97M-V/def2-TZVPD) for a structure of composition C4H7F.

```
12
C4H7F | OMol25 | ωB97M-V/def2-TZVPD
C -0.79596 1.87568 -0.37827
C 0.16646 1.22917 0.29066
C 0.22965 -1.57770 -0.38777
C 0.32131 -0.68371 0.72111
F 1.27979 1.95249 0.46281
H -0.64445 2.82504 -0.82054
H -1.72403 1.42685 -0.64161
H 0.87437 -1.56460 -1.22180
H -0.82788 -1.60751 -0.69118
H 0.35672 -2.56359 0.02425
H 1.23515 -0.47364 1.28792
H -0.47113 -0.83849 1.35442
```

The relative energy (zero: lowest compared OMol25 entry of this formula, charge and spin) is 193.96 kJ/mol. The maximum force comes out at 0.138 hartree/bohr. The calculation puts the HOMO energy at -9.38 eV.

[6]
Density functional theory data (ωB97M-V/def2-TZVPD) for a cluster of 2 separate species, C6H16N3S2 in total.

```
27
C6H16N3S2 | OMol25 | ωB97M-V/def2-TZVPD
C 1.39447 1.71757 0.34791
C 1.04236 2.91108 1.17267
C -2.50526 2.92971 0.50404
C -0.36496 4.59248 -0.07367
C -0.65296 -1.41494 0.90128
C 0.48796 -6.92423 -0.46864
N 0.86537 0.61011 0.59416
N -1.29361 2.66989 0.98864
N -0.29124 3.36620 0.68917
S 0.83228 -0.84599 -0.06699
S 1.09376 -5.25584 -0.42082
H 2.38941 -5.48659 -0.52919
H 2.22584 1.86632 -0.29651
H 0.88368 2.46929 2.17234
H 1.82742 3.69579 1.03209
H -2.39657 2.78010 -0.52228
H -3.29004 2.22485 0.93534
H -2.84048 3.92807 0.60434
H -1.44149 5.07319 0.10982
H 0.47344 5.22204 0.19338
H -0.38329 4.16970 -1.06467
H -0.87302 -0.53126 1.63528
H -0.33689 -2.37334 1.32702
H -1.48306 -1.54315 0.24666
H 0.73235 -7.56062 0.49720
H 1.16183 -7.24755 -1.21163
H -0.51574 -7.03195 -0.62828
```

The relative energy (zero: lowest compared OMol25 entry of this formula, charge and spin) is 588.87 kJ/mol. Its charge is +1. The maximum force comes out at 0.118 hartree/bohr. The calculation puts the HOMO energy at -10.72 eV.

[7]
Density functional theory data (ωB97M-V/def2-TZVPD) for a structure of composition C17H20AsMnN3O10S.

```
53
C17H20AsMnN3O10S | OMol25 | ωB97M-V/def2-TZVPD
Mn -0.47415 -0.85323 -0.59791
O -1.18391 -2.44488 -1.92817
As -1.71295 -3.36980 -0.46845
O -1.66287 -4.99286 -0.61365
O -0.60395 -2.59340 0.53738
C -3.54678 -2.75841 -0.54554
C -4.42095 -3.81809 -0.74341
C -5.75461 -3.58058 -1.05919
C -6.21769 -2.28890 -1.20555
C -5.36353 -1.21208 -1.00315
C -4.03727 -1.44282 -0.66807
S -3.05559 -0.01539 -0.30765
O -3.94862 1.06877 -0.04694
O -2.10478 0.19861 -1.42813
O -2.21063 -0.46683 0.82536
H -0.49998 -2.95720 -2.38375
H -4.03470 -4.82664 -0.67412
H -6.42672 -4.41715 -1.20322
H -7.25191 -2.10886 -1.46985
H -5.72196 -0.19485 -1.07805
N 0.93816 0.93645 4.17444
C 0.17322 -0.32626 3.81367
C 0.50345 -0.69066 2.38736
N 0.18529 0.39416 1.45537
C 0.87869 1.61914 1.80501
C 0.59830 2.06800 3.22961
H 1.93650 0.73649 4.09500
H 0.76509 1.20770 5.14031
H -0.88304 -0.08093 3.92287
H 0.44962 -1.09445 4.53327
H -0.04113 -1.59422 2.11647
H 1.57398 -0.91662 2.29990
H -0.82596 0.52504 1.41930
H 0.58337 2.42751 1.13643
H 1.95641 1.47324 1.67056
H -0.45820 2.28075 3.38613
H 1.19334 2.93133 3.52238
O 1.97356 -0.91240 -3.42732
C 1.94598 -0.26907 -2.39490
O 1.23783 -0.49105 -1.34446
C 2.89291 0.91464 -2.25639
C 2.74390 1.84937 -1.23913
C 3.63469 2.90141 -1.10623
C 4.67204 2.98549 -2.01072
C 4.83961 2.09163 -3.04450
C 3.93106 1.04892 -3.16436
N 5.66419 4.09299 -1.85516
O 6.47533 4.25251 -2.74186
O 5.56900 4.79656 -0.86938
H 1.90707 1.73156 -0.56635
H 3.54188 3.64852 -0.33060
H 5.66161 2.21491 -3.73404
H 4.01582 0.32193 -3.96058
```

The relative energy (zero: lowest compared OMol25 entry of this formula, charge and spin) is 107.31 kJ/mol. As for the spin multiplicity: 2. The expectation value of S² is 1.24. The maximum force comes out at 0.020 hartree/bohr. The calculation puts the HOMO energy (spin up / spin down) at -8.36 / -8.13 eV.

[8]
Density functional theory data (ωB97M-V/def2-TZVPD) for a cluster of 3 separate species, C3H11NO2 in total.

```
17
C3H11NO2 | OMol25 | ωB97M-V/def2-TZVPD
C 0.45280 -1.91101 -0.70196
C 0.07283 -1.18633 0.38897
N -0.88979 -0.24478 0.50601
C -1.28940 0.45437 1.66979
H -0.18688 -2.23860 -1.50170
H 1.44455 -2.35920 -0.69690
H 0.54232 -1.45040 1.33814
H -1.40820 -0.13593 -0.36653
H -0.90529 0.00269 2.58588
H -0.97532 1.53108 1.52484
H -2.37395 0.54451 1.75630
H 2.30473 1.07155 0.44145
H 1.84613 0.32108 -0.86717
O 1.54948 0.82594 -0.09861
H 0.45819 1.14462 -1.71004
H -0.71722 1.91467 -1.87426
O 0.07500 1.71572 -2.39421
```

The relative energy (zero: lowest compared OMol25 entry of this formula, charge and spin) is 179.50 kJ/mol. The maximum force comes out at 0.053 hartree/bohr. The calculation puts the HOMO energy at -7.54 eV.